(1)
{
  "formula": "C41H57F4N2O15",
  "method": "the ωB97M-V functional and the def2-TZVPD basis",
  "molar_mass_da": 893.90,
  "orbital_gap_ev": 6.75,
  "total_charge": 1,
  "total_energy_ev": -87975.4782,
  "homo_energy_ev": -10.5,
  "multiplicity": 1,
  "species": ["H", "C", "C", "H", "C", "O", "F", "C", "H", "H", "C", "H", "O", "O", "C", "H", "O", "C", "C", "H", "H", "C", "H", "C", "C", "C", "N", "C", "H", "H", "H", "H", "C", "C", "H", "H", "C", "H", "C", "H", "H", "O", "H", "C", "H", "H", "H", "O", "F", "H", "H", "H", "O", "H", "F", "H", "O", "O", "C", "F", "H", "C", "H", "C", "H", "H", "C", "H", "H", "C", "C", "C", "O", "H", "H", "C", "H", "C", "O", "C", "H", "C", "H", "C", "H", "C", "H", "C", "C", "H", "H", "H", "N", "H", "C", "H", "C", "O", "H", "O", "H", "C", "H", "C", "H", "H", "H", "C", "O", "C", "H", "H", "H", "H", "O", "H", "H", "C", "C"],
  "coordinates": [[9.133, -1.736, 3.100], [0.862, -4.185, -5.437], [8.066, 0.672, 2.356], [4.166, -5.378, -0.077], [2.784, -0.070, -2.078], [-7.545, 1.447, 6.505], [-11.754, 3.120, 2.121], [-2.783, -0.704, -2.393], [3.841, 2.746, -1.748], [-2.112, 0.849, -4.078], [3.720, 1.798, 1.029], [4.850, 0.814, -1.323], [-0.711, 1.453, 0.567], [-2.895, -1.799, -6.667], [4.565, -4.282, 0.167], [4.846, 2.048, 0.734], [-5.483, 1.920, 5.637], [9.578, -0.735, 3.116], [-5.137, -2.150, -6.871], [2.181, 3.632, -1.843], [10.802, 0.519, 1.847], [-0.570, 2.752, -2.467], [4.942, -0.491, -2.679], [0.301, -2.648, -5.090], [-5.701, 0.578, 3.824], [2.513, -1.883, 5.277], [0.808, -1.192, -2.953], [1.942, 1.320, -1.984], [0.364, 4.012, -0.691], [-3.335, 0.523, -0.553], [1.242, -4.282, -6.553], [-4.822, 0.317, -1.720], [10.015, -0.239, 1.780], [-8.600, 2.302, 1.504], [-1.309, -1.237, 2.411], [-2.539, 2.528, -0.140], [-6.659, 1.224, 5.697], [-5.471, -2.461, -5.875], [3.709, 0.579, 3.503], [-4.046, -0.467, -7.729], [0.089, -5.024, -5.138], [-7.623, 2.197, 0.780], [1.599, 0.437, 4.481], [5.552, -1.133, 0.746], [2.855, 1.562, 5.403], [-4.098, 1.998, 4.094], [-11.071, 1.235, 1.998], [-9.853, 2.598, 1.059], [-5.203, -0.573, 3.320], [-1.662, 2.598, -2.860], [2.304, -2.618, 6.188], [-1.854, -0.978, -4.457], [-2.235, -3.783, -7.582], [-1.381, 4.481, -1.225], [-4.268, -0.292, -5.740], [1.603, 2.656, 0.616], [-6.723, 0.256, 4.740], [8.836, 0.353, 1.272], [-4.686, 1.274, 4.665], [10.598, -0.698, 4.002], [6.536, -2.172, 2.761], [-3.655, 0.500, -1.703], [-3.567, -1.429, -2.926], [-0.675, 3.538, -1.033], [-1.438, 3.405, 1.112], [-0.057, 3.516, -3.228], [-3.117, -3.000, -7.270], [3.396, -0.339, 2.844], [-9.860, 3.503, 3.682], [5.902, -2.395, 1.786], [-4.099, -1.082, -6.824], [4.396, -0.212, -1.654], [3.086, -0.605, 5.751], [-6.111, 1.193, 3.016], [4.850, 0.395, 3.804], [0.371, 1.411, -2.465], [-2.168, -1.354, -1.620], [-10.710, 2.261, 2.126], [-8.571, 2.129, 2.861], [2.721, 2.663, -1.403], [-10.154, 1.816, 4.163], [-0.179, -0.069, -3.020], [-0.851, -2.746, -3.002], [2.723, 0.513, 4.853], [10.360, -1.047, 1.129], [-1.420, 2.678, 0.166], [3.039, 3.910, 0.506], [4.248, -3.029, -0.858], [-1.739, -0.170, -3.586], [3.635, -3.314, -1.842], [5.936, -0.046, 0.998], [-6.012, -1.855, -7.457], [2.100, -1.290, -2.567], [1.491, -1.761, 4.701], [-9.860, 2.465, 3.333], [1.177, -1.926, -5.427], [4.688, -1.465, -0.634], [7.016, 1.291, 2.291], [2.461, 2.415, 2.892], [-4.450, -3.219, -7.490], [3.426, 0.687, 0.811], [2.699, 2.799, 0.230], [-3.447, 1.572, -2.126], [0.217, -2.541, -3.434], [-2.128, -0.942, 0.718], [5.683, -4.863, 2.232], [0.900, -3.436, -3.038], [5.442, -3.952, 1.524], [8.609, 0.208, 3.516], [-1.294, 0.979, 1.837], [1.826, -4.393, -4.764], [-4.000, 0.579, 5.162], [3.298, -2.459, 4.593], [4.316, 2.751, 3.119], [-1.266, 1.621, 3.009], [-3.050, -0.515, 2.402], [-0.711, -2.415, -5.630], [3.539, 1.994, 2.679], [-2.036, -0.512, 1.808]],
  "forces_ev_per_angstrom": [[0.1, 0.1, 0.1], [0.6, 0.1, 0.5], [-1.9, 1.5, -0.3], [1.0, 2.8, 0.6], [-3.4, 0.2, -0.7], [2.1, -0.6, -2.0], [-0.2, -0.1, -0.1], [-0.6, -0.1, -0.9], [-2.3, -0.5, 0.4], [1.2, -2.1, 1.4], [-0.4, 0.4, 0.7], [-1.2, -2.2, -0.3], [-2.3, 0.0, 2.3], [-0.2, -0.3, -0.5], [1.6, 4.4, 1.0], [-2.4, -0.7, 0.5], [-1.1, -0.4, 0.1], [0.6, -0.2, 0.8], [-1.3, -0.1, -0.1], [1.1, -2.3, 0.8], [-0.1, -0.1, 0.2], [1.0, 0.7, -0.2], [-1.2, 0.6, 2.1], [1.2, -0.9, 0.4], [-0.2, -0.3, -0.4], [0.3, -1.3, 0.0], [-3.2, 1.4, -0.3], [-1.1, -1.0, -0.8], [-2.3, -1.4, -0.7], [-0.9, 0.1, -2.5], [-1.2, 0.2, 2.3], [2.5, 0.2, -0.1], [1.0, -0.3, -0.9], [2.3, -0.1, -1.5], [-1.5, 1.6, -1.3], [2.2, -0.2, 0.5], [-2.1, 0.8, 2.4], [0.2, 0.2, 0.0], [-0.1, -0.6, 0.3], [0.0, 0.1, 0.2], [1.4, 1.8, -0.9], [-2.0, 0.2, 1.7], [2.2, 0.1, 0.8], [-1.3, -4.4, -0.9], [-0.3, -2.5, -0.8], [-0.1, 0.0, 0.2], [-0.1, 0.2, -0.1], [0.9, -0.6, 0.4], [0.1, -0.4, -0.4], [2.3, -0.2, 0.7], [0.5, 1.9, -1.7], [0.8, 1.9, 1.9], [-2.1, 2.0, 0.9], [1.4, -2.1, 0.4], [0.1, 0.4, 0.2], [2.1, 0.2, -0.7], [0.1, 0.8, 0.2], [-1.0, 0.4, 0.8], [1.2, 0.5, -0.1], [0.0, -0.2, 0.1], [-1.6, -0.4, -2.3], [0.2, -0.1, 1.6], [1.9, 1.5, 1.1], [-0.3, 0.3, 0.3], [0.0, -1.6, -2.0], [-1.0, -1.7, 1.6], [2.0, -2.8, -1.1], [0.6, 1.8, 1.0], [-0.2, -0.1, -0.2], [-1.5, -0.9, -2.7], [0.0, 0.6, 0.3], [-0.5, -1.4, -1.4], [-1.8, 0.0, -1.9], [0.0, -0.2, 0.0], [-2.6, 0.5, -0.5], [2.5, -4.2, -0.2], [-1.4, 1.5, -1.5], [-0.9, 0.4, -0.1], [0.3, 0.0, -1.3], [-0.5, 0.5, -0.2], [0.3, 0.0, -0.1], [2.9, 2.8, 1.4], [2.0, 0.9, -0.8], [0.6, 1.1, -1.0], [-0.2, 0.2, 0.0], [-0.1, 3.0, 0.4], [-0.8, -2.3, -0.8], [1.0, 0.2, 1.9], [0.0, -1.3, -0.3], [1.5, 0.8, 2.4], [-1.0, -2.5, -0.6], [0.2, -0.2, 0.0], [0.7, 5.0, 1.3], [2.0, 0.0, 1.1], [-0.3, 0.0, 1.4], [-2.1, -1.3, 0.6], [1.5, -2.5, 3.7], [2.2, -1.2, 0.1], [2.0, -0.8, -0.5], [1.3, 0.2, 0.1], [0.8, 2.0, 0.2], [0.4, 0.4, 0.5], [-0.3, -2.2, 0.6], [0.5, -1.7, -0.8], [0.1, 1.0, 2.2], [-0.4, 2.4, -1.4], [-1.3, 2.4, -0.6], [-1.5, 2.9, -3.3], [-0.6, 0.1, -1.0], [-0.7, 1.3, 5.0], [-2.0, 0.6, -1.4], [-0.1, -0.1, -0.2], [-1.7, 1.3, 1.2], [-1.5, -1.3, -1.0], [0.1, -3.4, -7.9], [2.1, 0.3, -1.4], [2.1, -0.4, 1.1], [-0.1, -0.4, 0.1], [1.3, -0.1, 0.1]],
  "mulliken_charge": [0.219, -1.082, 0.679, 0.286, -0.003, -0.543, -0.284, -0.160, 0.535, 0.525, 0.084, 0.248, 0.063, -0.249, -0.425, 0.266, -0.314, 0.369, -0.396, 0.369, 0.296, -0.690, 0.509, 0.367, 0.465, -0.339, 0.844, 0.329, 0.227, -0.300, 0.310, 0.425, -0.450, 0.579, 0.281, 0.361, 0.611, 0.268, 0.012, 0.271, 0.276, -0.550, 0.171, 0.502, 0.286, 0.269, 0.288, -0.311, -0.339, 0.162, 0.236, -0.736, -0.515, 0.430, -0.257, -0.087, -0.306, -0.288, -0.347, -0.300, 0.344, -0.330, 0.231, -0.655, 0.408, 0.406, 0.608, 0.134, 0.280, -0.404, 0.238, -0.529, -0.400, 0.267, 0.071, 0.489, 0.145, 0.313, -0.173, -1.248, 0.303, 0.320, 0.174, -0.458, 0.283, -0.619, 0.291, -0.221, 0.151, 0.177, -0.148, 0.292, -0.802, 0.105, -0.464, 0.188, 0.103, -0.537, 0.326, -0.307, -0.229, -0.392, 0.172, -0.826, -0.061, 0.299, 0.450, -0.636, -0.284, 0.462, 0.343, 0.226, 0.142, 0.226, -0.594, 0.039, -0.150, -0.483, -0.199]
}

***

(2)
{
  "formula": "C41H57N2O4P2Si2Ti",
  "method": "the ωB97M-V functional and the def2-TZVPD basis",
  "molar_mass_da": 807.90,
  "orbital_gap_ev": [5.96, 5.96],
  "total_charge": 1,
  "total_energy_ev": -112059.1872,
  "homo_energy_ev": [-9.2, -9.2],
  "de_lowest_kcal_mol": 7.80,
  "multiplicity": 1,
  "species": ["O", "C", "H", "H", "N", "C", "H", "H", "C", "H", "H", "C", "C", "H", "H", "C", "C", "H", "C", "C", "O", "P", "C", "C", "C", "O", "C", "H", "H", "C", "C", "H", "H", "C", "H", "C", "H", "C", "H", "C", "C", "H", "H", "C", "H", "C", "C", "H", "H", "H", "H", "C", "C", "C", "C", "H", "C", "H", "C", "H", "H", "C", "H", "H", "C", "H", "C", "Si", "C", "H", "Ti", "P", "Si", "H", "C", "H", "H", "H", "H", "H", "H", "H", "H", "C", "O", "H", "H", "H", "H", "H", "H", "H", "H", "H", "C", "N", "H", "C", "C", "H", "H", "H", "H", "C", "C", "H", "H", "C", "H"],
  "coordinates": [[2.212, -0.812, -0.253], [0.683, 3.934, -1.895], [4.808, 1.911, 0.353], [0.920, 4.477, 1.512], [0.375, -1.188, -1.958], [-1.446, -2.822, 4.571], [4.141, 3.673, -1.170], [-4.168, 5.520, 0.783], [4.408, 1.127, -0.286], [-2.886, -2.038, -0.024], [-2.634, -0.802, 2.189], [2.340, 0.315, 3.476], [-0.813, 1.454, -3.660], [4.136, 0.291, 0.350], [-1.556, -4.198, 2.949], [-2.987, 0.086, 1.669], [1.657, 0.548, 2.272], [2.276, 4.165, -0.475], [3.454, 2.444, 3.363], [1.283, 3.712, -0.503], [-2.035, -0.157, -1.559], [1.608, 1.908, -0.217], [1.621, -4.719, -0.476], [-3.721, 4.845, -1.202], [2.883, 2.638, 2.122], [-3.076, -1.778, -2.894], [-0.279, -0.763, 4.101], [2.790, -2.707, 1.210], [-0.373, 2.979, 2.466], [1.155, -4.109, 0.845], [-0.983, -1.577, 4.970], [-4.136, 5.715, -1.692], [-4.693, 0.871, -2.966], [0.738, -3.080, -4.097], [3.113, 3.363, -2.574], [-1.711, -5.289, 0.324], [-0.912, 0.733, -4.472], [-2.570, 2.590, 0.056], [-3.206, -3.164, 1.286], [2.590, -1.438, -1.243], [-0.496, -2.688, -3.759], [0.136, 1.273, -3.156], [-0.399, 3.825, -1.844], [-0.713, -1.698, -2.717], [0.908, -3.774, -4.906], [-3.797, 1.044, -3.565], [2.023, 1.703, 1.542], [-3.835, -1.298, -2.545], [0.657, -4.889, 1.434], [-3.974, 1.964, -4.123], [-3.571, 0.676, 2.382], [1.602, -1.742, -2.282], [2.329, -3.581, 1.669], [-1.929, -1.235, -2.411], [-1.076, 2.166, 2.627], [3.091, -4.358, 1.750], [-0.016, -1.164, 2.783], [-0.547, 3.992, 0.643], [-2.927, -3.095, 0.233], [-1.170, -1.227, 5.976], [-2.554, -5.723, -0.216], [-1.611, -3.806, -0.040], [2.089, -5.685, -0.289], [2.368, -4.086, -0.950], [0.437, 4.438, 0.536], [2.183, -0.615, 4.000], [3.213, 1.241, 4.012], [-1.635, 1.266, 1.067], [-0.517, -2.412, 2.377], [-0.784, 2.452, -4.099], [0.145, -0.331, -0.115], [-0.188, -2.853, 0.662], [-2.272, 1.296, -2.520], [0.903, 4.947, -2.232], [-3.199, 3.804, -1.949], [4.109, 3.187, 3.792], [-3.165, 3.599, 1.867], [5.213, 0.809, -0.951], [-1.900, -5.451, 1.384], [-1.955, 2.571, 3.130], [-1.420, -3.745, -1.120], [-1.987, -3.458, 5.256], [4.688, 2.600, -2.436], [3.260, 1.675, -1.143], [3.844, -1.873, -1.281], [2.022, -3.307, 2.677], [-3.656, -0.216, 0.867], [2.841, -2.970, -3.510], [0.287, 5.464, 0.196], [-3.719, -3.555, -0.359], [3.132, 3.534, 1.565], [3.705, 1.019, 4.949], [1.050, 3.244, -2.653], [3.014, 0.947, -1.922], [-2.636, 2.674, -1.341], [0.651, -0.343, 1.824], [-0.825, -5.855, 0.047], [-3.730, 4.737, 0.178], [-3.162, 3.631, 0.787], [0.815, -4.872, -1.195], [-3.237, 3.879, -3.029], [-3.682, 0.246, -4.296], [-0.618, 1.476, 3.322], [3.807, 2.908, -1.871], [1.848, -2.587, -3.312], [-1.365, -3.057, -4.284], [0.071, 0.188, 4.463], [-1.200, -3.230, 3.274], [4.024, -2.355, -2.098]],
  "forces_ev_per_angstrom": [[0.5, -0.3, -0.3], [0.0, 0.0, 0.0], [0.0, 0.1, 0.0], [0.0, 0.0, 0.0], [0.3, -0.4, -0.3], [0.0, 0.0, 0.0], [0.0, 0.0, 0.0], [0.0, 0.0, 0.0], [-0.1, 0.0, 0.0], [0.0, 0.0, 0.0], [0.0, 0.0, 0.1], [0.1, 0.0, -0.1], [0.0, 0.0, 0.0], [0.0, 0.0, 0.0], [0.0, 0.0, 0.0], [0.1, 0.0, 0.0], [-0.2, -0.1, 0.0], [0.0, 0.0, 0.0], [0.0, 0.0, 0.0], [0.1, 0.1, 0.0], [0.1, 0.0, 0.1], [-0.2, -0.1, 0.4], [0.0, 0.0, 0.0], [0.0, 0.0, -0.1], [0.1, 0.0, 0.0], [0.1, 0.0, 0.0], [0.0, -0.1, 0.0], [0.0, 0.0, 0.0], [0.0, 0.0, 0.0], [0.0, 0.0, 0.1], [0.0, 0.0, 0.0], [0.0, 0.0, 0.0], [0.0, 0.0, 0.0], [0.2, 0.1, 0.1], [0.0, 0.0, 0.0], [0.0, 0.0, 0.0], [0.0, 0.0, 0.0], [0.0, 0.1, 0.1], [0.0, 0.0, 0.0], [0.1, 0.0, 0.0], [-0.1, 0.1, 0.1], [0.0, 0.0, 0.0], [0.0, 0.0, 0.0], [0.0, 0.0, -0.1], [0.0, 0.0, 0.0], [0.1, 0.1, 0.0], [0.1, 0.0, -0.1], [0.0, 0.0, 0.0], [0.0, 0.0, 0.0], [0.0, 0.1, 0.0], [0.0, 0.0, 0.0], [0.0, 0.0, -0.1], [0.0, 0.0, 0.0], [-0.1, -0.1, 0.0], [0.0, 0.1, 0.0], [0.0, 0.0, 0.0], [0.0, 0.1, -0.1], [0.0, 0.0, 0.0], [-0.1, 0.1, 0.1], [0.0, 0.0, 0.0], [0.0, 0.0, 0.0], [0.1, -0.2, -0.1], [0.0, 0.0, 0.0], [0.0, 0.0, 0.0], [0.0, 0.0, 0.0], [0.0, 0.0, 0.0], [0.0, 0.0, 0.0], [0.1, 0.2, -0.1], [0.0, -0.1, 0.1], [0.0, 0.1, 0.0], [-0.4, 0.1, -0.4], [-0.2, 0.3, 0.1], [0.0, -0.2, 0.0], [0.0, 0.1, 0.0], [0.0, 0.0, 0.0], [0.0, 0.0, 0.0], [0.0, 0.0, 0.1], [0.0, 0.0, 0.0], [0.0, 0.0, 0.0], [0.0, 0.0, 0.0], [0.0, 0.0, 0.1], [0.0, 0.0, 0.0], [0.0, 0.0, 0.0], [0.0, 0.0, -0.1], [-0.3, 0.2, 0.1], [0.0, 0.0, 0.0], [0.0, 0.0, -0.1], [0.0, 0.0, 0.0], [0.0, 0.0, 0.0], [0.0, 0.0, 0.0], [0.0, 0.0, 0.0], [0.0, 0.0, 0.0], [0.1, 0.0, 0.0], [0.0, 0.0, 0.0], [-0.1, -0.1, 0.0], [0.2, 0.0, 0.4], [0.0, 0.0, 0.0], [0.0, 0.0, 0.0], [0.1, 0.0, 0.0], [0.0, 0.0, 0.0], [0.0, 0.0, -0.1], [0.0, 0.0, 0.0], [0.0, 0.0, 0.0], [0.0, 0.0, 0.0], [-0.1, 0.0, 0.1], [-0.1, 0.0, 0.0], [0.1, 0.0, 0.0], [0.0, 0.0, 0.0], [0.0, 0.0, 0.0]],
  "mulliken_charge": [-0.222, -1.178, 0.540, 0.346, 1.411, -1.055, 0.342, 0.453, -1.768, -0.419, 0.189, -0.718, -0.776, 0.155, 0.231, -1.437, -0.075, 0.712, -1.121, 0.993, 0.248, 1.620, -1.641, -0.995, -0.656, -0.594, -0.236, 0.067, 0.274, 0.307, -1.411, 0.434, 0.405, -1.464, 0.292, -1.635, 0.544, 0.689, 0.295, -0.056, -1.323, -0.142, -0.236, -0.527, 0.447, -1.663, -0.219, 0.530, 1.037, 0.401, 0.583, 0.851, -1.359, -0.258, -1.548, 0.558, -0.471, 0.122, -1.051, 0.456, 0.487, 1.157, 0.510, 0.355, -1.634, 0.627, -0.927, 2.094, -0.414, 0.480, -1.783, 2.018, 0.621, 0.485, -0.604, 0.468, 0.353, 0.476, 0.232, 0.884, -0.036, 0.471, 0.477, 1.082, -0.477, 0.247, 0.373, 0.516, 0.577, 0.614, 0.531, 0.448, 0.298, 0.077, 0.195, 1.564, 0.412, -0.869, -0.442, 0.270, 0.384, 0.449, 0.091, -1.592, -0.959, 0.604, 0.641, -0.520, 0.416]
}